# 1
The following is a quantum chemistry calculation of one molecule with the formula C5H8N2O in a non-equilibrium geometry, from the Open Molecules 2025 dataset.

Each line ends with the Löwdin charge.
Geometry (Å):
1 H -0.25767 -0.13754 -2.56903  0.04
2 N -0.81938 0.67633 -2.29800  0.09
3 C -0.32556 1.30000 -1.28128  -0.23
4 C 0.89901 0.84012 -0.55143  -0.16
5 C 0.60773 0.47042 0.87324  -0.31
6 N 1.27532 1.00297 1.85062  0.18
7 H 0.89134 0.65009 2.74419  0.07
8 C -0.48660 -0.54292 1.17859  -0.38
9 C -0.66633 -1.71327 0.25992  -0.01
10 O -1.13773 -0.37840 2.20303  0.08
11 H -0.82564 2.21119 -0.91027  0.12
12 H 1.36290 -0.00808 -1.06188  0.11
13 H 1.61593 1.66868 -0.56269  0.12
14 H -1.59968 -1.60106 -0.29621  0.10
15 H -0.69959 -2.62727 0.86002  0.10
16 H 0.16595 -1.81126 -0.43882  0.07

Atoms 1-2, force components in eV/Å:
-0.0105 0.1781 0.2925
0.2104 1.2557 1.0980

Its SMILES is [H]/N=C\C/C(=N/[H])C(C)=O. As for the multiplicity: 1. As for the energy above the lowest of the compared OMol25 structures with the same formula, charge and spin: 147.3 kJ/mol. The calculation puts the total energy at -380.0321 Ha. The HOMO energy is -0.37094 Eh.

=====

# 2
The following is a quantum chemistry calculation of a 3-piece molecular cluster, C3H9NO4 overall, from the Open Molecules 2025 dataset.

Each line ends with the Löwdin charge.
Geometry (Å):
1 C 0.24558 0.56141 -0.75434  -0.33
2 C 2.41642 -0.48709 0.87097  -0.21
3 C -2.46603 -0.48711 -0.71858  -0.21
4 N -0.17397 0.79790 0.53437  0.09
5 O 1.90191 0.67557 0.31028  -0.20
6 O -1.72005 0.67555 -0.86889  -0.20
7 O -0.39135 -0.34379 1.20208  0.01
8 O 0.50323 1.57234 -1.54575  0.12
9 H -0.67698 -0.04920 2.07941  0.15
10 H 0.34863 2.40254 -1.07087  0.14
11 H 0.37677 -0.43251 -1.15727  0.17
12 H 3.43123 -0.28028 1.23774  0.08
13 H 1.83381 -0.83701 1.74070  0.07
14 H 2.47118 -1.32548 0.15877  0.08
15 H -3.50226 -0.28031 -1.01955  0.08
16 H -2.50712 -0.83703 0.32745  0.07
17 H -2.09100 -1.32549 -1.32651  0.08

Atoms 1-2, force components in eV/Å:
-0.0842 0.1388 0.2576
-0.0614 -0.0489 0.0568

As for the multiplicity: 1. As for the energy above the lowest of the compared OMol25 structures with the same formula, charge and spin: 731.1 kJ/mol. The calculation puts the total energy at -475.1624 Ha. The HOMO energy is -0.31941 Eh.

=====

# 3
The following is a quantum chemistry calculation of C44H55InN3OP2S5 as an isolated structure, from the Open Molecules 2025 dataset.

Each line ends with the Löwdin charge.
Geometry (Å):
1 In -0.31566 0.00379 -1.47301  0.44
2 C -0.51926 0.55350 -5.57744  -0.47
3 C -1.79116 1.07486 -4.91909  -0.46
4 S -1.71902 1.62968 -3.18743  0.88
5 C -0.78870 3.18516 -3.27800  -0.45
6 C 0.71561 3.08321 -3.47265  -0.45
7 S 1.47704 2.25971 -2.05864  0.88
8 C 3.13343 1.89408 -2.69552  -0.44
9 C 3.69698 0.62030 -2.07903  -0.48
10 S 2.70058 -0.87701 -2.23821  0.87
11 C 2.87573 -1.28318 -3.99949  -0.47
12 C 2.00453 -0.52468 -4.99533  -0.47
13 S 0.26084 -0.72382 -4.56355  0.89
14 H 0.19496 1.35271 -5.76327  0.07
15 H -0.79468 0.13822 -6.54716  0.10
16 H -2.56436 0.30631 -4.92226  0.08
17 H -2.19473 1.91652 -5.48408  0.11
18 H -1.02015 3.70797 -2.34701  0.08
19 H -1.23748 3.76059 -4.08877  0.11
20 H 1.12029 4.09358 -3.54195  0.11
21 H 0.97675 2.54900 -4.38249  0.06
22 H 3.78249 2.73010 -2.43310  0.10
23 H 3.09151 1.83851 -3.78050  0.07
24 H 3.82996 0.74533 -1.00537  0.06
25 H 4.68411 0.41803 -2.49726  0.11
26 H 2.66531 -2.35236 -4.06203  0.09
27 H 3.92766 -1.15676 -4.25883  0.10
28 H 2.17461 -0.93560 -5.99075  0.10
29 H 2.24195 0.53650 -5.02364  0.06
30 C -4.44681 -0.83467 0.53978  0.07
31 C -3.50987 -0.93742 -0.61506  -0.46
32 O -2.37266 -0.42453 -0.57213  -0.13
33 N -3.88359 -1.64866 -1.68188  0.13
34 C -2.99282 -1.83119 -2.81952  -0.09
35 C -1.84296 -2.76434 -2.52232  -0.25
36 C -2.00175 -4.12678 -2.72048  0.03
37 C -0.96745 -4.99584 -2.41183  0.01
38 C 0.20643 -4.46782 -1.90091  0.00
39 C 0.29645 -3.10024 -1.73197  -0.17
40 N -0.69637 -2.25430 -2.03998  -0.01
41 H -4.37436 0.15865 0.97608  0.07
42 H -4.12165 -1.55629 1.29363  0.10
43 H -5.47705 -1.05049 0.26464  0.11
44 H -4.81561 -2.03082 -1.71662  0.17
45 H -2.61313 -0.85856 -3.12603  0.06
46 H -3.58140 -2.23218 -3.64197  0.15
47 H -2.93457 -4.50162 -3.12113  0.14
48 H -1.07873 -6.06064 -2.56748  0.13
49 H 1.04342 -5.09728 -1.63303  0.13
50 H 1.19612 -2.66453 -1.31645  0.04
51 C 2.07402 -1.64445 6.25423  -0.39
52 S 0.73701 -0.43536 6.16426  0.83
53 C 1.59060 0.88906 5.27396  -0.47
54 C 1.68278 0.66364 3.76434  -0.25
55 C 0.31315 0.85187 3.12997  -0.24
56 N 0.22171 0.58564 1.65625  -0.40
57 P 0.43944 -0.94233 0.94560  1.00
58 C 2.14847 -1.47976 1.16684  -0.37
59 C 3.20591 -0.57275 1.15858  -0.14
60 C 4.51503 -1.02218 1.20776  -0.05
61 C 4.78030 -2.38574 1.23976  -0.04
62 C 3.73328 -3.29676 1.23956  -0.04
63 C 2.42023 -2.84936 1.20861  -0.08
64 C -0.53939 -2.17647 1.82774  -0.32
65 C -1.51208 -2.94084 1.18144  -0.10
66 C -2.23264 -3.89485 1.88394  -0.06
67 C -2.00263 -4.08096 3.24050  -0.03
68 C -1.03607 -3.32591 3.89036  -0.03
69 C -0.29420 -2.39140 3.18673  -0.08
70 P -0.57491 1.71512 0.66674  0.96
71 C 0.27951 3.27893 0.96208  -0.36
72 C 1.65643 3.29788 1.18769  -0.13
73 C 2.32606 4.49931 1.33865  -0.05
74 C 1.62989 5.69876 1.24518  -0.04
75 C 0.26217 5.69040 1.01590  -0.04
76 C -0.41618 4.48659 0.88062  -0.07
77 C -2.27749 2.04980 1.18238  -0.36
78 C -2.74307 1.97975 2.49442  -0.05
79 C -4.04616 2.35840 2.79057  -0.04
80 C -4.88584 2.82951 1.79059  -0.05
81 C -4.42903 2.90456 0.48069  -0.06
82 C -3.13635 2.50412 0.18000  -0.13
83 H 1.69168 -2.50137 6.80577  0.04
84 H 2.92078 -1.23334 6.80085  0.05
85 H 2.39967 -1.98110 5.26840  0.03
86 H 2.58584 1.00622 5.70226  0.09
87 H 1.04520 1.80955 5.49365  0.08
88 H 2.08019 -0.33386 3.57262  0.08
89 H 2.39141 1.37697 3.33621  0.11
90 H 0.02325 1.89440 3.27127  0.11
91 H -0.41988 0.22965 3.64684  0.09
92 H 3.00218 0.49129 1.15399  0.08
93 H 5.33184 -0.31225 1.23416  0.12
94 H 5.80262 -2.73681 1.28048  0.12
95 H 3.93919 -4.35780 1.28531  0.12
96 H 1.60932 -3.56675 1.24190  0.11
97 H -1.70298 -2.80284 0.12627  0.07
98 H -2.97387 -4.49625 1.37324  0.12
99 H -2.57129 -4.81921 3.79003  0.12
100 H -0.85122 -3.46569 4.94712  0.12
101 H 0.46883 -1.83433 3.71469  0.06
102 H 2.20520 2.36721 1.25792  0.07
103 H 3.38987 4.50572 1.53695  0.12
104 H 2.15287 6.63805 1.36470  0.12
105 H -0.28416 6.62247 0.96312  0.12
106 H -1.48881 4.49713 0.73781  0.10
107 H -2.10917 1.63575 3.29733  0.10
108 H -4.39992 2.29875 3.81108  0.12
109 H -5.89362 3.13980 2.03195  0.12
110 H -5.07953 3.27234 -0.30200  0.12
111 H -2.79624 2.54740 -0.84930  0.06

Atoms 1-2, force components in eV/Å:
0.1996 -0.1586 0.0424
0.0392 0.0147 -0.0081

As for the multiplicity: 1. As for the total charge: +3. As for the energy above the lowest of the compared OMol25 structures with the same formula, charge and spin: 0.0 kJ/mol. The calculation puts the total energy at -4812.2127 Ha. The HOMO energy is -0.52578 Eh.

=====

# 4
The following is a quantum chemistry calculation of a 11-piece molecular cluster, C34H66O17S5 overall in a non-equilibrium geometry, from the Open Molecules 2025 dataset.

Each line ends with the Löwdin charge.
Geometry (Å):
1 C -4.55182 4.35246 -1.47065  -0.26
2 S -5.52574 3.39354 -0.25702  0.85
3 O -4.40418 2.68183 0.45256  -0.58
4 C -5.96581 4.78999 0.80478  -0.27
5 H -3.87088 3.68432 -1.99045  0.02
6 H -4.02977 5.20684 -1.04838  0.06
7 H -5.25408 4.69590 -2.23943  0.05
8 H -6.56666 5.54629 0.29923  0.06
9 H -5.05722 5.35993 1.01818  0.05
10 H -6.32802 4.31432 1.71172  0.05
11 C 3.82333 -5.11699 -1.37461  -0.26
12 S 2.21672 -5.27173 -2.19242  0.84
13 O 2.32606 -4.47263 -3.46237  -0.56
14 C 1.19981 -4.27170 -1.07401  -0.27
15 H 4.59228 -5.71673 -1.84919  0.05
16 H 3.77242 -5.37739 -0.31340  0.04
17 H 4.06675 -4.05274 -1.34777  0.03
18 H 1.49760 -3.23298 -0.92917  0.03
19 H 1.13666 -4.67651 -0.05402  0.04
20 H 0.15158 -4.33035 -1.36886  0.05
21 C -1.35194 1.16868 -0.00090  -0.25
22 S -0.70813 0.51974 1.55601  0.87
23 O -1.75017 -0.44854 2.09393  -0.58
24 C 0.52072 -0.56714 0.74511  -0.24
25 H -2.37824 1.51606 0.05748  0.03
26 H -1.07372 0.57726 -0.87508  0.03
27 H -0.69735 2.01579 -0.25150  0.05
28 H 1.31187 -0.04091 0.21344  0.06
29 H -0.02607 -1.25095 0.10334  0.04
30 H 0.99056 -1.01195 1.62461  0.02
31 C -2.40140 -2.81444 3.75857  -0.28
32 S -2.76816 -2.51961 5.49655  0.82
33 O -1.75954 -3.17337 6.41115  -0.57
34 C -2.35540 -0.76679 5.55511  -0.26
35 H -2.83101 -3.74979 3.42051  0.04
36 H -1.31649 -2.79569 3.61965  0.05
37 H -2.73269 -1.91514 3.23277  0.01
38 H -3.09588 -0.15847 5.02933  0.06
39 H -1.43221 -0.56800 5.00325  0.03
40 H -2.24290 -0.40034 6.57133  0.05
41 C 2.76997 -3.37438 2.80118  -0.23
42 S 4.43148 -3.42837 2.03900  0.83
43 O 4.56571 -2.53662 0.82663  -0.57
44 C 5.47468 -2.70065 3.31744  -0.26
45 H 2.05875 -3.87606 2.15450  0.04
46 H 2.52922 -2.32445 2.99087  0.03
47 H 2.76401 -3.79983 3.80630  0.07
48 H 6.43467 -2.60821 2.81375  0.05
49 H 5.63051 -3.32289 4.20127  0.06
50 H 5.09582 -1.76404 3.72863  0.04
51 O -0.64839 2.76399 -2.84763  0.13
52 C -0.93989 3.56064 -3.68005  -0.45
53 O -2.22288 4.03628 -3.76549  0.00
54 C -2.36555 4.87137 -4.90580  -0.16
55 C -0.98747 5.42918 -5.14716  -0.18
56 C -0.08131 4.34341 -4.67783  -0.07
57 H -3.05115 5.69959 -4.73572  0.13
58 H -2.67648 4.26354 -5.76022  0.14
59 H -0.80466 6.34387 -4.57433  0.12
60 H -0.88332 5.72792 -6.19199  0.12
61 H 0.91406 4.61711 -4.34678  0.13
62 H 0.02013 3.57153 -5.45800  0.14
63 O -0.28972 1.00542 7.70154  0.12
64 C 0.42855 0.90451 6.74958  -0.50
65 O 0.95943 -0.28157 6.36285  0.03
66 C 1.66716 -0.09933 5.14716  -0.18
67 C 1.89606 1.40147 4.99773  -0.15
68 C 0.68874 1.99681 5.71379  -0.05
69 H 1.08183 -0.52632 4.32485  0.11
70 H 2.63613 -0.59747 5.22934  0.12
71 H 1.94187 1.66731 3.94734  0.08
72 H 2.86938 1.57338 5.45754  0.12
73 H -0.22250 2.08084 5.12632  0.13
74 H 0.87748 2.84878 6.36406  0.13
75 O -6.29175 -0.78049 -0.94603  0.13
76 C -5.49185 -1.62576 -0.68211  -0.47
77 O -5.19400 -2.63478 -1.55987  0.01
78 C -4.29429 -3.53650 -0.95159  -0.17
79 C -3.49233 -2.64242 0.03770  -0.16
80 C -4.53729 -1.64816 0.49650  -0.07
81 H -3.62144 -4.03598 -1.64787  0.12
82 H -4.69584 -4.35570 -0.34560  0.12
83 H -2.66727 -2.08928 -0.41073  0.09
84 H -3.11543 -3.31091 0.81383  0.10
85 H -4.16762 -0.66995 0.79385  0.11
86 H -5.10035 -1.98498 1.37450  0.13
87 O 0.85373 -1.52696 -2.38718  0.11
88 C 1.78263 -1.13633 -3.01160  -0.46
89 O 1.63519 -0.38818 -4.13788  0.02
90 C 2.83063 0.32015 -4.45523  -0.14
91 C 3.83184 0.02116 -3.29769  -0.14
92 C 3.26073 -1.25593 -2.66306  -0.06
93 H 2.60209 1.36937 -4.60392  0.12
94 H 3.30842 -0.14175 -5.32283  0.12
95 H 3.73876 0.87235 -2.62041  0.10
96 H 4.84501 -0.14315 -3.65180  0.11
97 H 3.53760 -1.39900 -1.62364  0.11
98 H 3.65575 -2.10553 -3.22614  0.12
99 O -4.44257 1.06003 -5.52811  0.11
100 C -3.76833 0.53915 -4.69022  -0.46
101 O -2.40986 0.41319 -4.91270  0.02
102 C -1.79595 -0.25881 -3.81380  -0.15
103 C -2.94580 -0.61526 -2.83167  -0.14
104 C -4.13766 0.21481 -3.26577  -0.05
105 H -1.08596 0.38325 -3.29543  0.09
106 H -1.35417 -1.21835 -4.06911  0.12
107 H -2.74259 -0.43401 -1.77633  0.08
108 H -3.07210 -1.69562 -2.92271  0.11
109 H -4.22120 1.17242 -2.75452  0.13
110 H -5.08682 -0.31270 -3.32984  0.13
111 O 3.11366 1.36761 2.03900  0.11
112 C 4.19532 1.50813 1.54264  -0.44
113 O 4.42350 2.46567 0.59573  0.03
114 C 5.72485 2.34410 0.02420  -0.15
115 C 6.46437 1.25849 0.84503  -0.14
116 C 5.32961 0.51704 1.51904  -0.08
117 H 6.24834 3.29817 0.06140  0.12
118 H 5.71290 2.06521 -1.03115  0.11
119 H 7.17457 1.73547 1.52543  0.11
120 H 7.12180 0.58465 0.29388  0.11
121 H 5.61483 0.17836 2.51163  0.11
122 H 5.03318 -0.33115 0.90212  0.10

Atoms 1-2, force components in eV/Å:
-1.2956 0.0485 -0.8465
2.0454 0.4280 -0.2600

As for the multiplicity: 1. The calculation puts the total energy at -4604.9823 Ha. The HOMO energy is -0.29859 Eh.

=====

# 5
The following is a quantum chemistry calculation of one molecule with the formula C6H11NO2 in a non-equilibrium geometry, from the Open Molecules 2025 dataset.

Each line ends with the Löwdin charge.
Geometry (Å):
1 C -1.89960 -1.42212 -0.50122  -0.06
2 C 1.30769 -0.40791 -0.95488  0.12
3 C 2.59067 -0.10633 -0.22852  -0.66
4 C 0.65370 0.93756 1.20539  -0.04
5 C -0.75935 -0.92012 0.39560  -0.17
6 C -0.48408 1.24263 -0.89414  -0.03
7 N 0.16385 0.21007 -0.00620  -0.28
8 O 3.52398 0.61642 0.01180  0.07
9 O 2.10261 -1.29634 0.01860  0.04
10 H -2.93213 -1.12608 -0.24711  0.08
11 H -2.00055 -2.51426 -0.51306  0.08
12 H -0.03838 1.43853 1.75732  0.06
13 H 1.14108 0.40448 2.04419  0.13
14 H 1.40890 1.73488 0.94249  0.12
15 H -1.60814 -1.09182 -1.47368  0.05
16 H -0.05515 -1.68529 0.42354  0.09
17 H -1.17119 -0.77964 1.34825  0.11
18 H 0.17465 2.13825 -1.04101  0.12
19 H -0.82448 1.02733 -1.94297  0.12
20 H -1.29407 1.59975 -0.34438  0.07

Atoms 1-2, force components in eV/Å:
-0.2100 0.2771 -0.0762
2.8155 -0.1702 1.9126

As for the multiplicity: 3. As for the energy above the lowest of the compared OMol25 structures with the same formula, charge and spin: 405.8 kJ/mol. The calculation puts the total energy at -440.1116 Ha. The HOMO energy (spin up / spin down) is -0.14202 / -0.33957 Eh. As for the expectation value of S²: 2.011.

=====

# 6
The following is a quantum chemistry calculation of a 2-piece molecular cluster, C2H4BrO2S overall in a non-equilibrium geometry, from the Open Molecules 2025 dataset.

Each line ends with the Löwdin charge.
Geometry (Å):
1 C 0.00760 0.11633 0.33510  -0.30
2 C 1.35493 0.06660 -0.29585  -0.62
3 O -3.88098 0.70442 -1.05589  -0.63
4 O -3.54955 1.72824 1.16429  -0.62
5 S -3.11286 1.65212 -0.23713  0.58
6 Br 2.23975 1.80142 -0.32296  0.47
7 H -0.80092 0.73074 -0.17150  0.00
8 H 0.07416 0.50515 1.35369  0.06
9 H -0.38675 -0.90165 0.37945  0.06
10 H 1.33895 -0.29352 -1.32731  0.00

Atoms 1-2, force components in eV/Å:
0.3802 -0.1968 0.3997
-1.1020 0.8873 -0.6573

As for the multiplicity: 1. As for the total charge: -1. As for the energy above the lowest of the compared OMol25 structures with the same formula, charge and spin: 169.0 kJ/mol. The calculation puts the total energy at -3201.2546 Ha. The HOMO energy (spin up / spin down) is -0.05978 / -0.17843 Eh.

=====

> The highest multiplicity belongs to which entry?

C6H11NO2

=====

Please write out number 1 again, unchanged.
The following is a quantum chemistry calculation of one molecule with the formula C5H8N2O in a non-equilibrium geometry, from the Open Molecules 2025 dataset.

Each line ends with the Löwdin charge.
Geometry (Å):
1 H -0.25767 -0.13754 -2.56903  0.04
2 N -0.81938 0.67633 -2.29800  0.09
3 C -0.32556 1.30000 -1.28128  -0.23
4 C 0.89901 0.84012 -0.55143  -0.16
5 C 0.60773 0.47042 0.87324  -0.31
6 N 1.27532 1.00297 1.85062  0.18
7 H 0.89134 0.65009 2.74419  0.07
8 C -0.48660 -0.54292 1.17859  -0.38
9 C -0.66633 -1.71327 0.25992  -0.01
10 O -1.13773 -0.37840 2.20303  0.08
11 H -0.82564 2.21119 -0.91027  0.12
12 H 1.36290 -0.00808 -1.06188  0.11
13 H 1.61593 1.66868 -0.56269  0.12
14 H -1.59968 -1.60106 -0.29621  0.10
15 H -0.69959 -2.62727 0.86002  0.10
16 H 0.16595 -1.81126 -0.43882  0.07

Atoms 1-2, force components in eV/Å:
-0.0105 0.1781 0.2925
0.2104 1.2557 1.0980

Its SMILES is [H]/N=C\C/C(=N/[H])C(C)=O. As for the multiplicity: 1. As for the energy above the lowest of the compared OMol25 structures with the same formula, charge and spin: 147.3 kJ/mol. The calculation puts the total energy at -380.0321 Ha. The HOMO energy is -0.37094 Eh.